(1)
{
  "formula": "C11H16N4O5S",
  "method": "ωB97M-V/def2-TZVPD",
  "elements": ["O", "N", "O", "C", "C", "S", "C", "N", "O", "O", "C", "H", "H", "C", "N", "C", "C", "O", "C", "C", "C", "C", "N", "H", "H", "H", "H", "H", "H", "H", "H", "H", "H", "H", "H", "H", "H"],
  "positions_angstrom": [[-3.279, 0.455, 1.850], [-2.487, -0.484, 2.121], [-2.857, -1.648, 2.388], [-1.110, -0.155, 2.119], [-0.703, 1.179, 1.856], [0.965, 1.406, 1.946], [1.130, -0.312, 2.332], [2.463, -0.793, 2.444], [2.674, -2.020, 2.573], [3.372, 0.075, 2.398], [-0.039, -1.038, 2.392], [-1.364, 2.022, 1.733], [-0.126, -2.091, 2.651], [-3.872, 6.253, -0.674], [-2.592, 5.588, -0.658], [-1.454, 6.488, -0.614], [-2.560, 4.238, -0.500], [-3.598, 3.594, -0.353], [-1.177, 3.580, -0.565], [-0.480, 3.799, -1.928], [-0.663, 2.488, -2.708], [-1.340, 1.499, -1.742], [-1.403, 2.157, -0.456], [-4.670, 5.506, -0.650], [-3.952, 6.927, 0.193], [-3.952, 6.869, -1.582], [-0.517, 5.951, -0.437], [-1.372, 7.041, -1.562], [-1.595, 7.229, 0.185], [-0.598, 3.958, 0.291], [-0.904, 4.659, -2.459], [0.577, 4.008, -1.731], [-1.314, 2.646, -3.573], [0.307, 2.118, -3.051], [-2.379, 1.291, -2.057], [-0.812, 0.540, -1.687], [-2.212, 1.872, 0.093]],
  "atomic_forces_ev_per_a": [[1.367, -1.812, 0.418], [-2.867, -0.373, 0.007], [1.065, 2.203, -0.492], [1.248, 1.849, -0.261], [-0.696, -1.219, 0.841], [-0.340, -1.626, 0.380], [-0.300, 0.260, -0.317], [2.412, -0.956, 0.267], [-0.689, 2.450, -0.211], [-1.699, -1.586, 0.069], [0.589, 0.707, -0.021], [0.182, -0.297, 0.326], [0.095, 0.306, -0.205], [-0.298, 0.403, -0.051], [0.011, 0.125, 0.211], [0.168, -0.051, -0.135], [-0.748, 0.598, -0.082], [0.947, 0.112, -0.109], [-1.291, -0.527, 0.091], [0.227, 0.086, 0.466], [-0.117, -0.081, -0.050], [-0.801, -0.125, -0.361], [1.178, -0.519, 0.234], [0.209, 0.259, 0.001], [-0.113, -0.189, -0.159], [-0.064, -0.154, 0.190], [-0.279, 0.215, -0.057], [0.055, -0.134, 0.192], [0.049, -0.209, -0.102], [0.122, -0.042, -0.173], [0.135, -0.202, 0.139], [-0.134, -0.008, -0.226], [0.289, -0.047, 0.050], [-0.228, 0.007, -0.056], [0.382, -0.089, -0.248], [0.003, 0.122, 0.037], [-0.070, 0.544, -0.603]],
  "orbital_gap_ha": 0.2728,
  "multiplicity": 1,
  "e_above_lowest_kj_mol": 691.5,
  "e_tot_ev": -38693.021,
  "homo_ha": -0.320
}

---

(2)
{
  "formula": "C11H16NO",
  "method": "ωB97M-V/def2-TZVPD",
  "elements": ["C", "C", "C", "C", "C", "C", "C", "C", "C", "C", "C", "N", "O", "H", "H", "H", "H", "H", "H", "H", "H", "H", "H", "H", "H", "H", "H", "H", "H"],
  "positions_angstrom": [[-3.567, -0.321, 0.261], [-3.488, 1.015, 0.531], [-2.247, -0.750, -0.203], [-1.489, 0.361, -0.011], [1.422, -1.125, 0.944], [1.958, -1.202, -0.563], [2.151, 0.068, 1.581], [2.200, 0.336, -0.827], [2.138, 1.126, 0.565], [1.075, 1.188, -0.451], [-1.871, -2.157, -0.495], [0.494, 2.405, -1.075], [-2.183, 1.442, 0.327], [-4.439, -0.842, 0.316], [-4.083, 1.862, 0.797], [0.294, -0.995, 1.019], [1.669, -2.150, 1.312], [2.896, -1.758, -0.686], [1.204, -1.478, -1.138], [1.547, 0.262, 2.399], [3.218, -0.354, 1.881], [2.800, 0.473, -1.608], [2.799, 1.959, 0.720], [-1.617, -2.186, -1.588], [-1.110, -2.593, 0.084], [-2.660, -2.778, -0.424], [-0.350, 2.691, -0.603], [0.160, 2.243, -2.060], [1.082, 3.256, -1.005]],
  "atomic_forces_ev_per_a": [[2.300, 2.818, -0.414], [0.821, -0.395, -0.452], [-0.250, 0.088, 1.779], [0.858, -0.160, -0.918], [0.009, -1.868, -1.378], [2.184, 3.674, 4.211], [1.460, -3.546, 0.102], [-2.922, -1.362, 2.586], [0.742, -0.232, -1.894], [-1.435, -0.529, 0.521], [1.552, 2.253, -2.889], [0.471, 0.244, -0.984], [0.381, 0.132, 0.169], [-2.044, -1.665, 0.090], [-0.707, -0.270, 0.214], [1.567, -0.162, -0.379], [-0.233, 1.032, 0.616], [-0.460, 0.128, 0.085], [-3.065, -1.736, -2.977], [-0.530, 0.965, 2.190], [-2.003, 1.607, -0.533], [2.459, 1.418, -3.026], [0.047, 0.572, -0.065], [0.241, -0.275, 0.894], [1.274, -0.140, 0.755], [-2.967, -1.947, 0.423], [-0.758, -0.249, 0.793], [0.819, 0.083, 0.926], [0.190, -0.480, -0.444]],
  "orbital_gap_ha": [0.2803, 0.2739],
  "multiplicity": 1,
  "e_above_lowest_kj_mol": 802.5,
  "e_tot_ev": -15190.236,
  "charge": 1,
  "homo_ha": [-0.444, -0.434]
}

---

(3)
{
  "formula": "C11H16O2SSbSe4Tc",
  "method": "ωB97M-V/def2-TZVPD",
  "elements": ["Tc", "Se", "Sb", "Se", "Se", "Se", "C", "C", "C", "C", "C", "C", "C", "S", "C", "O", "H", "H", "H", "H", "H", "H", "H", "H", "H", "H", "C", "O", "C", "C", "H", "H", "H", "H", "H", "H"],
  "positions_angstrom": [[0.382, -1.394, -1.078], [-0.420, -2.634, -5.462], [-1.955, -1.838, -3.957], [-0.114, 0.523, -1.927], [-1.056, -3.053, -1.582], [-3.907, -0.719, -3.572], [-2.944, 3.976, 0.838], [-2.229, 2.692, 1.131], [-0.837, 2.662, 1.270], [-0.174, 1.488, 1.569], [-0.915, 0.318, 1.725], [-2.300, 0.315, 1.577], [-2.945, 1.503, 1.284], [-0.145, -1.227, 2.012], [0.987, -0.917, 3.351], [0.914, -1.388, 0.816], [-2.249, 4.785, 0.627], [-3.554, 4.268, 1.694], [-3.619, 3.863, -0.011], [-0.273, 3.577, 1.149], [0.904, 1.484, 1.663], [-2.863, -0.603, 1.693], [-4.021, 1.512, 1.175], [1.619, -0.065, 3.119], [1.576, -1.824, 3.475], [0.391, -0.733, 4.244], [3.462, 0.115, -1.986], [3.306, -1.318, -1.834], [2.253, -1.944, -1.491], [2.500, -3.415, -1.365], [4.254, 0.408, -1.301], [2.535, 0.640, -1.764], [3.776, 0.287, -3.011], [3.565, -3.596, -1.221], [2.173, -3.890, -2.296], [1.922, -3.856, -0.554]],
  "atomic_forces_ev_per_a": [[0.091, -0.154, 0.164], [0.050, -0.035, -0.040], [0.071, -0.101, 0.001], [-0.066, 0.138, -0.088], [-0.098, -0.074, -0.167], [-0.164, 0.097, 0.073], [0.003, -0.008, 0.013], [-0.014, -0.004, -0.022], [0.004, -0.011, 0.011], [-0.015, 0.003, 0.001], [0.016, -0.051, 0.018], [0.036, -0.007, -0.028], [0.014, 0.000, 0.007], [-0.050, 0.193, -0.060], [0.003, -0.084, -0.042], [0.025, -0.007, 0.136], [0.007, 0.006, -0.005], [-0.003, 0.004, 0.016], [-0.007, -0.013, -0.009], [0.010, 0.013, 0.009], [0.037, 0.013, 0.019], [-0.018, -0.020, 0.012], [-0.031, -0.002, 0.010], [0.022, 0.025, -0.013], [0.014, 0.013, 0.025], [-0.043, 0.002, -0.005], [0.013, 0.209, -0.048], [-0.028, -0.035, 0.101], [0.116, 0.081, -0.078], [-0.068, 0.013, -0.046], [-0.016, -0.057, -0.017], [0.107, -0.098, 0.005], [-0.030, -0.037, 0.001], [0.000, -0.024, 0.017], [0.018, 0.008, 0.008], [-0.008, 0.003, 0.021]],
  "orbital_gap_ha": 0.2279,
  "multiplicity": 1,
  "e_above_lowest_kj_mol": 10.7,
  "e_tot_ev": -296700.620,
  "charge": 2,
  "homo_ha": -0.552
}

---

(4)
{
  "formula": "C11H16O8PPb",
  "method": "ωB97M-V/def2-TZVPD",
  "elements": ["O", "C", "Pb", "O", "C", "C", "O", "C", "O", "C", "O", "H", "C", "C", "O", "P", "O", "C", "C", "O", "C", "C", "H", "H", "H", "H", "H", "H", "H", "H", "H", "H", "H", "H", "H", "H", "H"],
  "positions_angstrom": [[-0.893, 3.279, -5.491], [-0.936, 2.159, -5.285], [-2.435, -0.974, -1.603], [-0.947, 3.005, -1.406], [-1.028, 1.888, -1.737], [0.060, -0.142, -3.655], [0.174, -1.143, -4.288], [0.098, 1.192, -3.087], [0.819, 2.094, -3.580], [-3.024, 0.960, -3.985], [-3.650, 1.413, -4.817], [-3.472, -1.429, -0.339], [-0.208, -3.815, 2.118], [-1.138, -2.751, 1.596], [-0.476, -1.730, 0.788], [1.144, -1.385, 1.039], [1.144, -0.944, 2.597], [0.592, 0.262, 3.205], [-0.761, 0.695, 2.712], [1.361, 0.069, 0.256], [2.647, 0.762, 0.264], [2.423, 2.144, -0.284], [0.359, -4.276, 1.307], [-0.820, -4.594, 2.576], [0.475, -3.442, 2.890], [-1.932, -3.137, 0.944], [-1.665, -2.262, 2.425], [0.541, 0.025, 4.272], [1.327, 1.065, 3.066], [-1.498, -0.115, 2.721], [-1.115, 1.469, 3.404], [-0.716, 1.149, 1.716], [3.057, 0.812, 1.283], [3.362, 0.208, -0.360], [1.626, 2.659, 0.257], [3.336, 2.734, -0.175], [2.168, 2.093, -1.344]],
  "atomic_forces_ev_per_a": [[-0.159, -2.611, 0.369], [-0.152, 2.888, -1.461], [1.207, -0.013, -0.530], [-0.115, -4.163, -1.299], [-0.076, 3.606, 1.260], [0.784, -6.281, -5.530], [-0.760, 6.365, 4.576], [3.801, 5.263, -1.025], [-2.765, -4.806, 2.568], [-1.878, 0.977, -1.832], [1.199, -1.034, 1.869], [-1.080, -0.169, 0.923], [0.033, -0.100, -0.060], [-0.884, -0.556, 0.603], [2.385, 0.899, -1.202], [-2.595, 3.968, 2.943], [0.713, -2.166, -2.368], [0.069, 1.154, 0.556], [-0.203, -0.085, -0.181], [-1.036, -2.863, 0.094], [1.380, 0.337, 0.214], [-0.339, 0.042, -0.045], [0.000, -0.107, -0.055], [0.102, -0.061, 0.033], [-0.167, 0.019, -0.104], [0.418, -0.173, 0.059], [0.358, 0.224, -0.149], [0.207, -0.174, -0.282], [-0.120, -0.263, 0.089], [0.124, 0.191, 0.089], [0.039, -0.105, -0.132], [-0.026, -0.061, 0.031], [-0.338, -0.211, -0.155], [-0.291, 0.008, 0.156], [0.101, 0.007, 0.003], [-0.035, -0.092, -0.055], [0.098, 0.149, 0.029]],
  "orbital_gap_ha": [0.2401, 0.2282],
  "multiplicity": 1,
  "e_above_lowest_kj_mol": 0.0,
  "e_tot_ev": -42543.406,
  "charge": 3,
  "homo_ha": [-0.756, -0.752]
}

---

(5)
{
  "formula": "C11H16Si",
  "method": "ωB97M-V/def2-TZVPD",
  "elements": ["C", "C", "C", "C", "C", "C", "C", "C", "C", "C", "C", "Si", "H", "H", "H", "H", "H", "H", "H", "H", "H", "H", "H", "H", "H", "H", "H", "H"],
  "positions_angstrom": [[3.624, 0.943, 0.252], [3.065, 1.267, 1.474], [2.760, 0.316, -0.666], [1.651, 1.124, 1.703], [1.392, 0.106, -0.490], [0.856, 0.556, 0.740], [0.451, -0.525, -1.444], [-1.034, 0.274, 1.093], [-0.888, -0.664, 2.299], [-2.439, -1.884, -0.973], [-2.333, 0.938, -1.944], [-1.406, -0.266, -0.730], [4.624, 0.897, -0.073], [3.643, 1.650, 2.217], [3.089, -0.036, -1.678], [1.152, 1.402, 2.697], [0.474, -0.152, -2.435], [0.676, -1.516, -1.349], [-1.457, 1.171, 1.280], [-0.254, -1.433, 2.130], [-1.883, -1.135, 2.485], [-0.556, -0.201, 3.133], [-2.529, -2.029, -1.975], [-1.981, -2.712, -0.636], [-3.466, -1.565, -0.466], [-2.130, 0.509, -3.008], [-3.331, 1.003, -1.697], [-1.772, 1.963, -1.940]],
  "atomic_forces_ev_per_a": [[-2.519, -1.704, -0.509], [-2.482, -0.519, -1.426], [-0.514, -0.462, -1.885], [0.535, 0.190, 1.223], [-0.057, 1.697, 1.778], [-2.924, -0.012, -0.056], [-2.162, 2.025, 1.504], [5.603, -2.826, -2.249], [-4.550, 0.250, -2.600], [-2.038, 5.014, 2.626], [4.799, 0.440, -1.006], [0.780, -0.882, -0.818], [1.312, 0.647, 0.422], [1.590, 1.125, 2.133], [0.314, 0.453, 1.057], [1.155, -0.245, -1.504], [0.395, 0.132, -1.084], [0.297, -3.062, -0.587], [-1.164, 3.045, 0.945], [2.090, -2.460, -0.907], [0.531, 0.327, 0.296], [0.846, 1.823, 2.731], [-0.762, -0.109, -3.044], [1.190, -2.953, 1.959], [1.950, -1.333, -1.082], [-0.656, 0.607, 1.829], [-2.226, 0.396, 0.205], [-1.333, -1.604, 0.049]],
  "orbital_gap_ha": 0.3566,
  "multiplicity": 1,
  "e_above_lowest_kj_mol": 256.0,
  "e_tot_ev": -19541.880,
  "homo_ha": -0.324
}

---

(6)
{
  "formula": "C11H17AsF6N4O4SZn",
  "method": "ωB97M-V/def2-TZVPD",
  "elements": ["Zn", "C", "C", "N", "C", "C", "N", "C", "O", "O", "C", "O", "O", "H", "H", "H", "H", "H", "F", "As", "F", "F", "F", "F", "F", "C", "C", "N", "C", "S", "N", "C", "C", "H", "H", "H", "H", "H", "H", "H", "H", "H", "H", "H", "H"],
  "positions_angstrom": [[-0.137, 0.046, 1.418], [-2.354, -2.946, 2.222], [-1.211, -2.896, 1.296], [-0.542, -1.810, 0.924], [0.432, -2.199, 0.049], [0.348, -3.559, -0.124], [-0.690, -3.963, 0.673], [1.094, -4.551, -0.962], [2.070, -4.116, -1.697], [0.729, -5.699, -0.904], [1.328, -1.153, -0.542], [2.136, -1.473, -1.399], [1.105, 0.021, -0.103], [-2.322, -2.106, 2.914], [-2.329, -3.875, 2.786], [-3.295, -2.892, 1.673], [-0.976, -4.931, 0.758], [2.242, -3.129, -1.671], [1.096, 0.426, 2.860], [-0.049, 0.112, 4.373], [0.023, -1.538, 3.773], [1.280, -0.118, 5.390], [-1.285, -0.215, 5.495], [-0.075, 1.822, 4.527], [-1.381, 0.314, 3.045], [2.049, 4.103, -2.609], [2.297, 3.077, -1.509], [1.273, 3.128, -0.478], [0.114, 2.506, -0.542], [-0.838, 2.418, 0.920], [-0.360, 1.981, -1.654], [-1.581, 1.208, -1.739], [-2.355, 1.561, -2.995], [2.848, 4.044, -3.341], [2.041, 5.104, -2.192], [1.100, 3.936, -3.113], [3.253, 3.281, -1.029], [2.335, 2.062, -1.913], [1.526, 3.572, 0.395], [0.239, 1.950, -2.471], [-2.182, 1.426, -0.846], [-1.336, 0.138, -1.731], [-2.623, 2.613, -2.997], [-3.264, 0.970, -3.039], [-1.770, 1.351, -3.889]],
  "atomic_forces_ev_per_a": [[-0.234, -0.391, -0.389], [-0.277, 0.073, 0.223], [0.193, 0.220, -0.047], [-0.507, -0.372, 0.157], [0.178, -0.703, -0.374], [0.450, 0.714, -0.287], [0.141, 0.040, -0.116], [-0.841, -0.168, 0.687], [0.799, 0.299, -0.619], [0.137, -0.014, -0.094], [-0.332, -1.252, -0.179], [0.369, 0.226, -0.238], [0.149, 1.063, 0.062], [0.065, -0.074, -0.017], [-0.092, -0.016, 0.084], [-0.024, -0.079, -0.023], [0.039, 0.077, -0.048], [-0.435, -0.302, 0.280], [-0.269, 0.174, 1.247], [-0.103, -0.571, -0.780], [-0.114, 0.864, 0.559], [-0.249, 0.182, -0.206], [0.496, 0.203, -0.321], [-0.081, -0.609, 0.010], [0.591, 0.120, 0.567], [0.041, -0.077, 0.191], [0.333, 0.057, -0.697], [-0.251, -0.110, 0.737], [0.202, 0.186, -0.886], [-0.178, 0.228, 0.215], [0.485, 0.271, 0.261], [-0.370, -0.471, -0.152], [-0.037, 0.069, 0.177], [0.043, -0.015, -0.102], [-0.016, 0.156, -0.005], [-0.091, 0.028, -0.124], [-0.105, -0.151, 0.057], [0.068, -0.042, 0.157], [-0.118, -0.064, -0.036], [0.038, 0.114, 0.154], [-0.032, -0.038, -0.080], [0.004, 0.158, 0.146], [-0.063, 0.118, -0.030], [-0.073, -0.054, -0.053], [0.069, -0.068, -0.066]],
  "orbital_gap_ha": [0.3356, 0.1621],
  "multiplicity": 2,
  "e_above_lowest_kj_mol": 76.2,
  "e_tot_ev": -162229.383,
  "charge": 1,
  "homo_ha": [-0.462, -0.462]
}

---

Please write out number 5 again, unchanged.
{
  "formula": "C11H16Si",
  "method": "ωB97M-V/def2-TZVPD",
  "elements": ["C", "C", "C", "C", "C", "C", "C", "C", "C", "C", "C", "Si", "H", "H", "H", "H", "H", "H", "H", "H", "H", "H", "H", "H", "H", "H", "H", "H"],
  "positions_angstrom": [[3.624, 0.943, 0.252], [3.065, 1.267, 1.474], [2.760, 0.316, -0.666], [1.651, 1.124, 1.703], [1.392, 0.106, -0.490], [0.856, 0.556, 0.740], [0.451, -0.525, -1.444], [-1.034, 0.274, 1.093], [-0.888, -0.664, 2.299], [-2.439, -1.884, -0.973], [-2.333, 0.938, -1.944], [-1.406, -0.266, -0.730], [4.624, 0.897, -0.073], [3.643, 1.650, 2.217], [3.089, -0.036, -1.678], [1.152, 1.402, 2.697], [0.474, -0.152, -2.435], [0.676, -1.516, -1.349], [-1.457, 1.171, 1.280], [-0.254, -1.433, 2.130], [-1.883, -1.135, 2.485], [-0.556, -0.201, 3.133], [-2.529, -2.029, -1.975], [-1.981, -2.712, -0.636], [-3.466, -1.565, -0.466], [-2.130, 0.509, -3.008], [-3.331, 1.003, -1.697], [-1.772, 1.963, -1.940]],
  "atomic_forces_ev_per_a": [[-2.519, -1.704, -0.509], [-2.482, -0.519, -1.426], [-0.514, -0.462, -1.885], [0.535, 0.190, 1.223], [-0.057, 1.697, 1.778], [-2.924, -0.012, -0.056], [-2.162, 2.025, 1.504], [5.603, -2.826, -2.249], [-4.550, 0.250, -2.600], [-2.038, 5.014, 2.626], [4.799, 0.440, -1.006], [0.780, -0.882, -0.818], [1.312, 0.647, 0.422], [1.590, 1.125, 2.133], [0.314, 0.453, 1.057], [1.155, -0.245, -1.504], [0.395, 0.132, -1.084], [0.297, -3.062, -0.587], [-1.164, 3.045, 0.945], [2.090, -2.460, -0.907], [0.531, 0.327, 0.296], [0.846, 1.823, 2.731], [-0.762, -0.109, -3.044], [1.190, -2.953, 1.959], [1.950, -1.333, -1.082], [-0.656, 0.607, 1.829], [-2.226, 0.396, 0.205], [-1.333, -1.604, 0.049]],
  "orbital_gap_ha": 0.3566,
  "multiplicity": 1,
  "e_above_lowest_kj_mol": 256.0,
  "e_tot_ev": -19541.880,
  "homo_ha": -0.324
}